(1)
Below is an isolated molecule of C22H27FN2O4, with properties calculated with the ωB97M-V functional and the def2-TZVPD basis.

Each line ends with the Mulliken charge.
Cartesian coordinates (Å):
C1 5.0089 -0.1884 3.8726  -1.00
O1 3.7049 -0.6612 3.6355  -0.40
C2 3.2093 -0.6065 2.3624  1.02
C3 3.9358 -0.1425 1.2719  -0.48
C4 3.3848 -0.1438 0.0092  -1.58
C5 2.0976 -0.6113 -0.2273  0.14
C6 1.6306 -0.5431 -1.6512  0.46
O2 2.4195 -0.3698 -2.5658  -0.76
N1 0.3053 -0.6531 -1.8378  0.23
C7 -0.3473 -0.4587 -3.1096  -0.46
C8 -0.8091 -1.7891 -3.7163  -1.15
C9 -1.8882 -2.4177 -2.8396  -0.20
C10 -3.0129 -1.4192 -2.5738  -1.00
N2 -2.4628 -0.2300 -1.9549  0.52
C11 -3.4632 0.6685 -1.4083  -1.08
C12 -2.8161 1.6410 -0.4576  -0.15
C13 -1.8986 1.1998 0.4892  0.00
C14 -1.2796 2.0868 1.3501  -0.61
C15 -1.5747 3.4391 1.2911  -0.45
C16 -2.4928 3.9032 0.3665  -0.64
C17 -3.0935 3.0003 -0.4916  0.68
F1 -3.9844 3.4739 -1.3964  -0.35
C18 -1.5606 0.4424 -2.8718  -1.22
C19 1.3559 -1.0781 0.8623  0.56
O3 0.0612 -1.5409 0.7014  -0.18
C20 -0.1026 -2.9375 0.8735  -1.04
C21 1.8940 -1.0595 2.1579  0.84
O4 1.0670 -1.5382 3.1405  -0.51
C22 1.1348 -0.9846 4.4371  -0.85
H1 5.7540 -0.7683 3.3196  0.38
H2 5.1063 0.8714 3.6176  0.39
H3 5.1739 -0.3179 4.9413  0.25
H4 4.9439 0.2148 1.4025  0.43
H5 3.9516 0.2103 -0.8379  0.47
H6 -0.3082 -0.7802 -1.0452  0.06
H7 0.3747 0.0232 -3.7774  0.62
H8 0.0444 -2.4614 -3.8118  0.44
H9 -1.2062 -1.5981 -4.7154  0.46
H10 -1.4513 -2.7166 -1.8866  -0.10
H11 -2.2960 -3.3072 -3.3230  0.47
H12 -3.7433 -1.8623 -1.8913  0.43
H13 -3.5312 -1.1822 -3.5216  0.33
H14 -4.0105 1.2150 -2.1945  0.32
H15 -4.1896 0.0661 -0.8521  0.39
H16 -1.6676 0.1478 0.5391  0.37
H17 -0.5635 1.7179 2.0684  0.49
H18 -1.0936 4.1343 1.9622  0.39
H19 -2.7459 4.9494 0.2956  0.44
H20 -1.2329 1.3798 -2.4163  0.43
H21 -2.0507 0.6748 -3.8341  0.47
H22 0.2123 -3.2558 1.8685  0.26
H23 0.4656 -3.4888 0.1163  0.32
H24 -1.1670 -3.1304 0.7483  0.28
H25 1.2300 0.1031 4.4031  0.32
H26 0.1903 -1.2499 4.9128  0.32
H27 1.9642 -1.4008 5.0122  0.25

Properties
Relative energy (zero: lowest compared OMol25 entry of this formula, charge and spin), kJ/mol: 205.4
HOMO level, Ha: -0.3086
Total charge: 0
Orbital gap, eV: 9.0



(2)
Below is a 2-piece molecular cluster, C5H11O overall in a non-equilibrium geometry, with properties calculated with the ωB97M-V functional and the def2-TZVPD basis.

Each line ends with the Mulliken charge.
Cartesian coordinates (Å):
C1 0.0943 -2.3315 -2.2519  -0.77
O1 0.0944 -1.1856 -1.4271  -0.74
H1 -0.6374 -2.2781 -3.0750  0.16
H2 1.0956 -2.5172 -2.6815  0.19
H3 -0.1833 -3.2281 -1.6577  0.18
C2 0.8238 1.5058 -0.6606  -1.01
C3 0.1305 0.7719 0.4342  -0.06
C4 -0.3560 1.3181 1.6075  -0.06
C5 -0.8273 0.4093 2.6916  -0.97
H4 0.7783 2.6017 -0.6360  0.34
H5 1.8798 1.1260 -0.7330  0.20
H6 0.2518 1.1733 -1.5577  0.25
H7 0.1109 -0.3300 0.2439  0.19
H8 -0.2816 2.4084 1.7094  0.29
H9 -0.6153 -0.6511 2.3997  0.27
H10 -0.4365 0.6100 3.6888  0.29
H11 -1.9098 0.5281 2.7906  0.23

Properties
Relative energy (zero: lowest compared OMol25 entry of this formula, charge and spin), kJ/mol: 118.4
HOMO level, Ha: -0.0851
Total charge: -1
Orbital gap, eV: 6.4



(3)
Below is a 2-piece molecular cluster, C2H7ClN2 overall in a non-equilibrium geometry, with properties calculated with the ωB97M-V functional and the def2-TZVPD basis.

Each line ends with the Mulliken charge.
Cartesian coordinates (Å):
H1 -0.5618 1.7488 1.4917  0.24
N1 -0.6943 1.9339 0.4614  -0.40
N2 -0.1641 1.1779 -0.2970  0.01
C1 0.4470 -0.0566 0.2854  -0.27
C2 1.6891 -0.6200 -0.3548  -0.94
H2 -0.3626 -0.8219 0.2878  0.22
H3 0.6037 0.3386 1.3141  0.35
H4 1.7980 -1.6826 -0.0740  0.29
H5 1.4940 -0.5179 -1.4200  0.27
H6 2.3319 0.1893 0.0983  0.23
Cl1 -2.8537 -0.4540 -0.5495  -0.26
H7 -3.7273 -1.2355 -1.2436  0.26

Properties
Relative energy (zero: lowest compared OMol25 entry of this formula, charge and spin), kJ/mol: 66.0
HOMO level, Ha: -0.3259
Total charge: 0
Orbital gap, eV: 9.5



(4)
Below is a 2-piece molecular cluster, C8H14N2O2SSi overall in a non-equilibrium geometry, with properties calculated with the ωB97M-V functional and the def2-TZVPD basis.

Each line ends with the Mulliken charge.
Cartesian coordinates (Å):
C1 0.3249 -3.9431 0.8813  -0.77
C2 -0.9605 -3.4615 1.0466  -0.52
C3 1.3447 -3.0930 0.4095  -0.57
C4 -1.4007 -2.1951 0.6745  -0.37
C5 0.9819 -1.8712 -0.0326  -0.21
C6 -0.3916 -1.3489 0.1182  0.58
C7 0.7510 3.6754 -1.7242  -1.04
C8 -1.8653 0.5201 0.0351  -0.49
N1 -2.1106 0.7147 1.4870  -0.58
N2 -0.6301 -0.0572 -0.2661  -0.36
O1 2.0763 1.5447 -0.1734  -0.15
O2 0.4274 2.4795 1.2907  -0.44
Si1 2.0349 2.3223 -1.6462  0.40
S1 1.0349 1.2549 0.9944  0.70
H1 0.6705 -4.8976 1.1247  0.41
H2 -1.7859 -3.9468 1.4480  0.38
H3 2.3459 -3.2870 0.3209  0.48
H4 -2.3738 -2.0304 0.8902  0.53
H5 1.8255 -1.1793 -0.4059  0.17
H6 0.6345 4.1369 -2.6391  0.47
H7 -0.3320 3.3491 -1.7555  0.26
H8 0.6937 4.3731 -0.8103  0.31
H9 -2.8830 -0.0010 -0.4053  0.23
H10 -1.8995 1.6445 -0.2464  0.25
H11 -1.7888 1.5137 1.9860  0.28
H12 -1.7480 -0.1289 1.9133  0.30
H13 1.5822 1.1799 -2.3763  -0.12
H14 3.4417 2.7322 -2.1390  -0.14

Properties
HOMO level (spin up / spin down), Ha: -0.2689 / -0.2808
Total charge: 0
Orbital gap (spin up / spin down), eV: 6.1 / 7.0



What are the M values for these records? In order: 402.47, 87.14, 94.54, 230.37 Da.
What are the calculated total energy values for these records? In order: -37139.4586, -7409.1713, -17687.7639, -34307.6706 eV.